Record 1
Computed, not measured: a structure of composition C44H38BrN3O2PS2Sn, with wB97M-V/def2-TZVPD.

Its energy above the lowest of the compared OMol25 structures with the same formula, charge and spin is 0.00 kcal per mole. The value obtained for the max |F| is 0.0058 hartree/bohr. The lowest unoccupied orbital energy is 0.0894 hartree. For the highest occupied orbital energy, the calculation gives -4.72 eV. Its orbital gap is 0.263 Eh.

ORCA input file:
```
! RIJCOSX wB97M-V def2-TZVPD def2/J DEFGRID3
* xyz -1 1
Sn 1.19 -1.11 1.35
O -4.14 -1.00 -0.09
C -4.16 -2.34 -0.31
C -5.31 -2.87 -0.88
C -5.40 -4.23 -1.16
C -4.33 -5.07 -0.87
C -3.18 -4.53 -0.31
C -3.07 -3.18 -0.02
C -1.73 -2.65 0.48
O -1.11 -3.68 1.20
N -1.90 -1.44 1.28
N -0.86 -0.44 1.21
C -1.24 0.54 2.15
C -1.06 1.83 2.06
Br 1.84 0.44 3.38
C -0.92 3.13 2.01
C -1.94 4.05 1.47
C -1.81 5.42 1.65
C -2.74 6.30 1.11
C -3.81 5.82 0.37
C -3.95 4.45 0.19
C -3.02 3.57 0.72
H -3.33 -0.84 0.46
H -6.13 -2.20 -1.09
H -6.30 -4.62 -1.60
H -4.39 -6.12 -1.09
H -2.34 -5.17 -0.08
H -1.13 -2.38 -0.40
H -2.03 -1.75 2.24
H -1.69 0.18 3.07
H 0.01 3.57 2.35
H -0.96 5.80 2.21
H -2.62 7.37 1.25
H -4.54 6.50 -0.05
H -4.78 4.06 -0.39
H -3.12 2.50 0.56
S 1.12 -3.20 -0.24
C 0.33 -3.74 1.28
N 0.82 -2.91 2.34
C 0.72 -3.51 3.57
C 0.77 -2.90 4.82
C 0.71 -3.69 5.97
C 0.59 -5.06 5.89
C 0.54 -5.69 4.64
C 0.61 -4.91 3.50
S 0.65 -5.46 1.82
H 0.87 -1.82 4.89
H 0.74 -3.20 6.94
H 0.53 -5.66 6.79
H 0.45 -6.76 4.57
C 2.59 2.17 -3.93
C 1.50 2.90 -3.19
C 0.94 4.03 -3.78
C -0.06 4.77 -3.15
C -0.53 4.37 -1.91
C 0.02 3.24 -1.32
C 1.02 2.50 -1.93
P 1.55 1.01 -1.00
C 1.65 -0.28 -2.29
C 2.85 -0.86 -2.67
C 2.88 -1.92 -3.56
C 1.69 -2.41 -4.08
C 0.49 -1.83 -3.71
C 0.44 -0.77 -2.81
C -0.89 -0.17 -2.42
C 3.23 1.39 -0.44
C 3.83 2.64 -0.65
C 5.00 2.98 0.01
C 5.58 2.09 0.89
C 5.00 0.85 1.11
C 3.83 0.47 0.44
C 3.26 -0.88 0.65
H 3.06 2.84 -4.66
H 2.20 1.30 -4.46
H 3.36 1.81 -3.25
H 1.31 4.35 -4.75
H -0.47 5.64 -3.64
H -1.31 4.92 -1.40
H -0.35 2.90 -0.36
H 3.78 -0.47 -2.27
H 3.82 -2.38 -3.83
H 1.69 -3.25 -4.76
H -0.45 -2.22 -4.10
H -1.71 -0.80 -2.77
H -1.02 0.82 -2.84
H -0.97 -0.08 -1.33
H 3.35 3.35 -1.31
H 5.44 3.96 -0.17
H 6.48 2.36 1.42
H 5.45 0.16 1.81
H 3.79 -1.44 1.42
H 3.25 -1.47 -0.26
*
```

Here are the Löwdin charges for atoms 1 to 6, given in e:
1 Sn 0.82
2 O 0.03
3 C -0.28
4 C -0.03
5 C -0.11
6 C -0.10

Record 2
Computed, not measured: a structure of composition C44H38CrFN3O9P2S2Te in a non-equilibrium geometry, with wB97M-V/def2-TZVPD.

The value obtained for the max |F| is 0.0967 hartree/bohr. As for the expectation value of S²: 3.806. The lowest unoccupied orbital energy (spin up / spin down) is 0.0596 / 0.0594 hartree. For the highest occupied orbital energy (spin up / spin down), the calculation gives -4.55 / -4.55 eV. Its orbital gap (spin up / spin down) is 0.227 / 0.226 Eh.

ORCA input file:
```
! RIJCOSX wB97M-V def2-TZVPD def2/J DEFGRID3
* xyz -1 4
Cr 0.14 0.75 0.24
O 0.41 2.96 2.86
S 0.77 1.55 2.56
O 1.22 0.83 3.76
O -0.60 0.82 2.04
O 1.66 1.33 1.33
Te 0.14 -4.13 -1.33
C -0.33 -5.69 0.06
C 0.08 -6.94 -0.39
C -0.24 -8.08 0.38
N -0.87 -8.05 1.56
C -1.10 -6.84 2.06
C -0.85 -5.64 1.36
C -0.31 -2.37 -0.17
P -1.50 -1.25 -0.80
C -1.83 -1.36 -2.51
C -1.06 -0.58 -3.34
C -1.42 -0.35 -4.69
C -2.43 -1.14 -5.25
C -3.10 -2.10 -4.44
C -2.83 -2.17 -3.07
C -3.10 -1.46 0.00
C -3.99 -0.36 0.05
C -5.29 -0.47 0.47
C -5.75 -1.72 0.93
C -4.87 -2.82 0.92
C -3.54 -2.72 0.42
P 0.93 -1.72 0.94
C 2.47 -2.56 0.64
C 2.70 -3.93 0.85
C 3.89 -4.53 0.47
C 4.89 -3.76 -0.15
C 4.72 -2.39 -0.33
C 3.52 -1.82 0.13
C 0.45 -2.14 2.60
C -0.77 -2.65 3.08
C -0.92 -3.20 4.37
C 0.16 -3.05 5.25
C 1.33 -2.41 4.83
C 1.56 -2.06 3.49
H 0.58 -7.13 -1.33
H -0.02 -9.06 -0.10
H -1.46 -6.81 3.09
H -0.97 -4.66 1.78
H -0.24 -0.02 -2.86
H -0.95 0.40 -5.32
H -2.82 -0.93 -6.23
H -3.90 -2.67 -4.86
H -3.36 -2.93 -2.50
H -3.62 0.58 -0.33
H -5.99 0.39 0.37
H -6.75 -1.88 1.31
H -5.25 -3.79 1.29
H -2.86 -3.58 0.35
H 1.97 -4.54 1.38
H 4.01 -5.62 0.69
H 5.80 -4.23 -0.49
H 5.43 -1.78 -0.91
H 3.34 -0.77 0.02
H -1.62 -2.76 2.39
H -1.84 -3.74 4.56
H 0.07 -3.39 6.27
H 2.16 -2.28 5.52
H 2.49 -1.53 3.21
C 3.08 7.44 -1.63
C 2.85 5.97 -1.78
C 3.00 5.05 -0.74
C 2.81 3.69 -0.87
C 2.52 3.18 -2.12
C 2.34 4.03 -3.20
C 2.39 5.43 -2.98
S 2.67 1.37 -2.18
C 2.25 0.97 -3.94
O 1.34 0.77 -1.52
H 2.51 7.99 -2.41
H 4.18 7.73 -1.73
H 2.80 7.90 -0.60
H 3.30 5.45 0.22
H 2.94 3.07 0.04
H 2.08 3.66 -4.18
H 2.16 6.14 -3.77
H 1.26 1.30 -4.17
H 2.28 -0.11 -4.05
H 3.00 1.41 -4.62
F 1.73 6.36 1.80
C 0.45 5.96 1.86
C -0.09 5.07 1.00
N -1.43 4.76 0.88
C -2.02 4.29 -0.41
C -1.60 2.89 -0.89
O -2.34 2.17 -1.57
O -0.40 2.53 -0.49
C -2.36 5.29 1.86
O -3.56 5.12 1.87
N -1.71 5.97 2.87
C -0.40 6.54 2.91
O 0.01 7.28 3.81
H 0.53 4.63 0.19
H -1.73 4.97 -1.21
H -3.12 4.25 -0.29
H -2.28 6.41 3.59
*
```

Here are the Löwdin charges for atoms 1 to 6, given in e:
1 Cr 0.70
2 O -0.32
3 S 0.43
4 O -0.31
5 O -0.44
6 O -0.46

Record 3
Computed, not measured: a structure of composition C44H38CsN6O3SSbSe8 in a non-equilibrium geometry, with wB97M-V/def2-TZVPD.

Its energy above the lowest of the compared OMol25 structures with the same formula, charge and spin is 39.11 kcal per mole. The value obtained for the max |F| is 0.0397 hartree/bohr. The lowest unoccupied orbital energy is 0.1095 hartree. For the highest occupied orbital energy, the calculation gives -1.25 eV. Its orbital gap is 0.155 Eh.

ORCA input file:
```
! RIJCOSX wB97M-V def2-TZVPD def2/J DEFGRID3
* xyz -2 1
Cs -0.60 1.12 0.73
Se -5.23 4.13 0.53
Se -4.27 3.48 -1.41
C -2.55 4.28 -1.18
C -1.75 4.60 -2.27
C -0.49 5.10 -2.00
C -0.09 5.26 -0.68
C -1.00 4.95 0.33
N -2.21 4.49 0.07
C -4.69 2.75 1.77
C -5.31 2.66 3.01
C -4.86 1.67 3.86
C -3.85 0.83 3.44
C -3.32 1.01 2.17
N -3.74 1.95 1.34
H -2.11 4.47 -3.28
H 0.18 5.37 -2.81
H 0.90 5.62 -0.44
H -0.76 5.08 1.37
H -6.10 3.35 3.28
H -5.29 1.56 4.85
H -3.45 0.06 4.09
H -2.54 0.36 1.81
O 5.79 -3.02 -1.15
C 4.39 -3.12 -0.96
C 3.67 -1.80 -1.00
C 2.65 -1.57 -1.92
C 1.99 -0.36 -1.87
N 2.29 0.60 -1.01
C 3.24 0.39 -0.11
C 3.98 -0.79 -0.10
C 3.44 1.45 0.91
C 4.23 1.25 2.04
C 4.31 2.24 3.01
C 5.18 2.06 4.23
O 5.74 0.78 4.37
C 3.56 3.40 2.82
C 2.81 3.50 1.66
N 2.76 2.58 0.72
H 6.12 -2.33 -0.55
H 4.17 -3.62 0.00
H 4.03 -3.77 -1.76
H 2.37 -2.34 -2.63
H 1.17 -0.15 -2.55
H 4.76 -0.95 0.64
H 4.76 0.32 2.22
H 4.59 2.31 5.13
H 6.02 2.77 4.18
H 5.02 0.21 4.68
H 3.55 4.17 3.57
H 2.21 4.38 1.48
Se -1.45 1.82 -4.28
Se 0.28 0.92 -5.52
C 1.69 1.81 -4.54
C 2.99 1.86 -5.01
C 3.92 2.49 -4.21
C 3.52 3.00 -2.98
C 2.19 2.90 -2.62
N 1.29 2.34 -3.41
C -2.41 0.32 -3.59
C -2.37 -0.96 -4.12
C -3.22 -1.90 -3.56
C -4.08 -1.51 -2.54
C -4.04 -0.20 -2.10
N -3.22 0.70 -2.62
H 3.25 1.42 -5.96
H 4.95 2.57 -4.53
H 4.23 3.47 -2.31
H 1.83 3.27 -1.67
H -1.70 -1.21 -4.93
H -3.24 -2.91 -3.93
H -4.75 -2.22 -2.08
H -4.69 0.16 -1.31
Se 2.47 0.57 5.87
Sb 0.57 0.41 4.33
Se -0.21 2.65 3.51
Se 1.30 -0.84 2.21
Se -1.26 -0.80 5.45
O -3.30 -1.55 0.40
S -2.11 -2.17 -0.20
C -2.68 -3.81 -0.77
C -3.78 -4.38 -0.17
C -4.15 -5.67 -0.50
C -3.42 -6.38 -1.44
C -2.34 -5.78 -2.07
C -1.97 -4.49 -1.74
C -1.19 -3.00 1.11
C -1.66 -2.99 2.41
C -0.92 -3.64 3.38
C 0.25 -4.29 3.04
C 0.71 -4.28 1.73
C -0.01 -3.63 0.76
H -4.33 -3.81 0.57
H -5.01 -6.13 -0.02
H -3.70 -7.40 -1.68
H -1.79 -6.33 -2.83
H -1.13 -4.02 -2.23
H -2.56 -2.44 2.66
H -1.25 -3.61 4.41
H 0.84 -4.77 3.81
H 1.65 -4.76 1.48
H 0.34 -3.56 -0.26
*
```

Here are the Löwdin charges for atoms 1 to 6, given in e:
1 Cs 0.56
2 Se 0.63
3 Se 0.64
4 C -0.67
5 C -0.15
6 C -0.09